No. 1
A structure of composition C29H45BCdN12O2Si, computed with ωB97M-V/def2-TZVPD.

The geometry in XYZ format:
```
91
Properties=species:S:1:pos:R:3
Cd 0.2818 0.9439 -0.0587
C -0.6648 0.3668 5.0506
C -0.8451 -0.4637 3.9369
N -1.1816 0.2330 2.8561
N -1.2240 1.5243 3.2535
C -0.9229 1.6283 4.5607
B -1.5854 2.7315 2.3448
N -2.4061 2.2514 1.1335
C -3.6873 2.5675 0.8937
C -4.0686 1.9926 -0.3015
C -2.9221 1.3259 -0.7413
N -1.9331 1.4795 0.1334
N -0.3094 3.4695 1.8634
C 0.1670 4.6449 2.3086
C 1.3012 4.9602 1.5876
C 1.4447 3.8955 0.6927
N 0.4703 3.0146 0.8687
H -0.4008 0.0821 6.0541
H -0.7426 -1.5385 3.8933
H -0.8944 2.5898 5.0473
H -2.2402 3.5096 2.9861
H -4.2418 3.1757 1.5881
H -5.0258 2.0571 -0.7883
H -2.7651 0.7588 -1.6429
H -0.3322 5.1782 3.1005
H 1.9311 5.8255 1.6946
H 2.1936 3.7275 -0.0650
N -1.4829 -1.8522 -1.5719
C -1.8531 -3.2936 -1.3478
C -3.1864 -3.3366 -0.5990
C -3.0606 -2.7565 0.8163
N -2.8251 -1.3096 0.7148
C -1.9435 -3.4723 1.5757
C -0.5891 -3.5183 0.8682
N 0.0543 -2.2173 0.8227
C -0.7748 -4.0553 -0.5552
H -1.8895 -1.4461 -2.4470
H -0.4743 -1.7164 -1.6196
H -1.8377 -1.3270 -0.7329
H -1.9652 -3.7600 -2.3266
H -3.5265 -4.3725 -0.5412
H -3.9391 -2.7722 -1.1573
H -3.9915 -2.9613 1.3563
H -2.3270 -0.8979 1.5037
H -3.6881 -0.7949 0.5866
H -2.2615 -4.5065 1.7327
H -1.8364 -3.0189 2.5656
H 0.0209 -4.2452 1.4217
H 1.0158 -2.2900 0.5047
H 0.1042 -1.7885 1.7421
H -1.0919 -5.0986 -0.4884
H 0.1781 -4.0318 -1.0911
C 1.9256 -1.4720 -2.1506
Si 3.1189 -0.6799 -0.9146
C 4.1913 0.4511 -1.9731
C 4.1382 -2.1329 -0.2747
N 2.2234 0.0664 0.3482
C 2.8840 0.6424 1.4371
C 2.1780 1.0327 2.5875
C 2.8035 1.6083 3.6778
C 4.1794 1.8053 3.6854
C 4.9068 1.3926 2.5799
C 4.2792 0.8243 1.4815
H 2.4361 -1.5822 -3.1106
H 1.0507 -0.8421 -2.3276
H 1.6082 -2.4741 -1.8452
H 4.3760 0.0018 -2.9521
H 5.1595 0.6893 -1.5304
H 3.6540 1.3909 -2.1302
H 4.5664 -2.7004 -1.1060
H 3.5088 -2.8127 0.3078
H 4.9562 -1.8189 0.3751
H 1.1098 0.8533 2.6144
H 2.2072 1.8981 4.5349
H 4.6722 2.2552 4.5372
H 5.9838 1.5143 2.5659
H 4.8823 0.5334 0.6319
C -2.2248 -0.2479 -5.9667
N -1.3085 0.2919 -4.9742
C -0.3821 1.2472 -5.2948
C 0.4126 1.8044 -4.3658
C 0.2221 1.4017 -2.9909
O 0.8530 1.9182 -2.0437
N -0.6562 0.4093 -2.7112
C -1.4048 -0.1647 -3.6600
O -2.1957 -1.1035 -3.4198
H -1.8837 0.0446 -6.9572
H -3.2334 0.1325 -5.8054
H -2.2530 -1.3313 -5.8912
H -0.3305 1.5198 -6.3405
H 1.1604 2.5414 -4.6114
```

Values from the calculation:
LUMO level: 0.41 eV
Frontier orbital gap: 0.2603 Eh
Spin multiplicity: 1
Energy: -2421.88296 hartree

Taken from the Löwdin analysis, the atomic charges in e are:
1. Cd 1.414
2. C -0.065
3. C -0.180
4. N 0.018
5. N -0.050
6. C -0.099
7. B -0.525
8. N -0.029
9. C -0.074
10. C -0.057
11. C -0.177
12. N -0.032
13. N -0.037
14. C -0.084
15. C -0.056
16. C -0.148
17. N -0.043
18. H 0.091
19. H 0.088
20. H 0.122
21. H 0.117
22. H 0.120
23. H 0.091
24. H 0.082
25. H 0.117
26. H 0.090
27. H 0.109
28. N 0.142
29. C -0.255
30. C -0.102
31. C -0.347
32. N 0.038
33. C -0.109
34. C -0.375
35. N 0.060
36. C -0.101
37. H -0.177
38. H 0.071
39. H 0.076
40. H 0.143
41. H 0.122
42. H 0.122
43. H 0.134
44. H 0.041
45. H 0.087
46. H 0.123
47. H 0.102
48. H 0.136
49. H 0.044
50. H 0.049
51. H 0.122
52. H 0.105
53. C -0.169
54. Si 0.339
55. C -0.174
56. C -0.172
57. N -0.204
58. C -0.398
59. C -0.083
60. C -0.096
61. C -0.121
62. C -0.104
63. C -0.071
64. H 0.038
65. H -0.023
66. H 0.012
67. H 0.024
68. H 0.019
69. H 0.022
70. H 0.029
71. H 0.021
72. H 0.020
73. H 0.051
74. H 0.093
75. H 0.089
76. H 0.097
77. H 0.065
78. C -0.010
79. N -0.041
80. C -0.042
81. C 0.027
82. C -0.516
83. O -0.104
84. N 0.122
85. C -0.421
86. O 0.103
87. H 0.090
88. H 0.099
89. H 0.093
90. H 0.128
91. H 0.115

***

No. 2
A structure of composition C29H45FP2Yb, computed with ωB97M-V/def2-TZVPD.

The geometry in XYZ format:
```
78
Properties=species:S:1:pos:R:3
Yb 0.1044 0.3082 0.2682
C 2.3372 1.0554 -0.1070
C 1.5912 1.3785 -1.2811
C 0.7087 2.5876 0.4730
C 1.7870 1.7969 0.9793
C 0.5856 2.3255 -0.9203
C 3.4308 0.0588 -0.0076
H 3.4130 -0.6410 -0.8499
H 3.3780 -0.5272 0.9207
H 4.4134 0.5534 -0.0142
C 2.1007 1.6172 2.4186
H 2.9198 0.9000 2.5524
H 1.2197 1.2473 2.9767
H 2.3991 2.5686 2.8896
C -0.2196 3.3957 1.3037
H 0.2277 4.3598 1.5987
H -0.4865 2.8706 2.2350
H -1.1432 3.6178 0.7543
C -0.4667 2.8670 -1.8104
H -0.2320 3.8926 -2.1256
H -1.4467 2.9061 -1.3173
H -0.5723 2.2630 -2.7153
C 1.8501 0.8681 -2.6478
H 2.4797 1.5694 -3.2156
H 0.9198 0.7330 -3.2162
H 2.3691 -0.0984 -2.6309
C -1.2349 -6.6524 -1.5514
C -0.2104 -6.4985 -2.4027
C -0.2544 -6.5497 -3.8968
C -1.6211 -6.2465 -4.5704
C -2.2735 -4.9698 -4.1362
C -3.1202 -4.8074 -3.1081
C -3.5984 -5.8675 -2.1710
C -2.6329 -7.0549 -1.9088
H 0.0834 -7.5410 -4.2435
H -2.2781 -7.1220 -4.4811
H 0.4795 -5.8282 -4.2894
H -2.6721 -7.7583 -2.7515
H -1.0452 -6.5999 -0.4706
H 0.8084 -6.4288 -1.9904
H -3.0463 -7.5944 -1.0415
H -3.8282 -5.4002 -1.2008
H -3.6612 -3.8591 -3.0029
H -4.5514 -6.2874 -2.5369
H -1.4018 -6.1446 -5.6455
H -2.0931 -4.1257 -4.8149
P 0.2045 -2.6154 -0.2440
C 0.2735 -3.9212 1.0269
C 0.9598 -3.5366 -1.6276
P -2.0619 -1.0037 -1.3378
C -1.5770 -2.7162 -0.7796
C -2.2299 -1.3068 -3.1376
C -3.8328 -0.9438 -0.8825
H -0.2438 -3.5709 1.9294
H 1.3309 -4.0997 1.2629
H -0.1935 -4.8404 0.6484
H 0.4173 -4.4797 -1.7694
H 2.0038 -3.7623 -1.3765
H 0.9318 -2.9586 -2.5609
H -4.3575 -1.8188 -1.2911
H -4.2506 -0.0176 -1.3030
H -3.9297 -0.9180 0.2120
H -2.2002 -3.0269 0.0723
H -1.7095 -3.4497 -1.5893
H -2.7138 -0.4279 -3.5849
H -2.8339 -2.2011 -3.3451
H -1.2367 -1.4289 -3.5935
F -3.3367 0.0304 5.9735
C -2.6833 -0.0123 4.7617
C -3.2376 0.6811 3.6863
C -2.5209 0.6703 2.4537
C -1.3298 -0.0142 2.3866
C -0.7949 -0.7234 3.4367
C -1.4929 -0.7351 4.6804
H -4.1837 1.2164 3.7868
H -2.9495 1.2110 1.6024
H 0.1432 -1.2821 3.3634
H -1.1037 -1.2866 5.5351
```

Values from the calculation:
Relative energy (zero: lowest compared OMol25 entry of this formula, charge and spin): 0.0 kcal/mol
LUMO level (spin up / spin down): -2.84 / -2.87 eV
Net charge: +1
Frontier orbital gap (spin up / spin down): 0.2861 / 0.2846 Eh
Spin multiplicity: 2
Energy: -3073.01647 hartree

Taken from the Löwdin analysis, the atomic charges in e are:
1. Yb 1.533
2. C -0.335
3. C -0.337
4. C -0.329
5. C -0.331
6. C -0.335
7. C -0.041
8. H 0.070
9. H 0.078
10. H 0.104
11. C -0.026
12. H 0.082
13. H 0.071
14. H 0.106
15. C -0.028
16. H 0.104
17. H 0.078
18. H 0.079
19. C -0.038
20. H 0.104
21. H 0.077
22. H 0.071
23. C -0.032
24. H 0.104
25. H 0.071
26. H 0.072
27. C -0.110
28. C -0.148
29. C -0.174
30. C -0.189
31. C -0.097
32. C -0.148
33. C -0.179
34. C -0.187
35. H 0.125
36. H 0.106
37. H 0.112
38. H 0.105
39. H 0.098
40. H 0.109
41. H 0.117
42. H 0.108
43. H 0.081
44. H 0.126
45. H 0.115
46. H 0.106
47. P 0.760
48. C -0.261
49. C -0.274
50. P 0.762
51. C -0.524
52. C -0.272
53. C -0.269
54. H 0.039
55. H 0.053
56. H 0.036
57. H -0.001
58. H 0.055
59. H 0.046
60. H 0.053
61. H 0.051
62. H 0.037
63. H 0.068
64. H 0.028
65. H 0.052
66. H 0.015
67. H 0.043
68. F 0.029
69. C -0.261
70. C -0.007
71. C -0.187
72. C -0.311
73. C -0.185
74. C -0.007
75. H 0.116
76. H 0.079
77. H 0.077
78. H 0.115

***

Strongest force on any atom readings, ordered: 0.145, 0.085 Eh/bohr